1.
This record from the Open Molecules 2025 dataset describes a cluster of 2 separate species, C8H9N2O2 in total in a non-equilibrium geometry. The level of theory is the ωB97M-V functional and the def2-TZVPD basis.

Values from the calculation:
Electronic energy = -569.86677 Ha
Gap between HOMO and LUMO (alpha / beta) = 0.260 / 0.260 hartree
Relative energy (zero: lowest compared OMol25 entry of this formula, charge and spin) = 3.776 eV
Total charge = +1
LUMO level (alpha / beta) = -5.48 / -5.47 eV
HOMO energy (alpha / beta) = -12.559 / -12.558 eV

Geometry (Å):
1 C 3.155 -0.670 0.525
2 C 2.775 -0.352 -0.776
3 C 2.166 -0.782 1.493
4 C 1.444 -0.163 -1.068
5 C 0.845 -0.602 1.146
6 C -1.779 0.547 0.462
7 C -3.085 0.957 -0.154
8 C -0.852 -0.122 -0.458
9 N -1.430 -2.325 0.065
10 N 0.489 -0.292 -0.120
11 O -1.508 0.741 1.628
12 O -2.533 -2.542 -0.052
13 H 4.193 -0.834 0.771
14 H 3.507 -0.250 -1.561
15 H 2.413 -1.023 2.514
16 H 1.122 0.109 -2.060
17 H 0.053 -0.682 1.875
18 H -3.709 0.074 -0.301
19 H -3.595 1.639 0.525
20 H -2.944 1.436 -1.121
21 H -1.065 -0.083 -1.515

These are the Mulliken partial charges, in e, on atoms 1 to 6: -0.114, -0.737, -0.854, 0.073, 0.304, 1.146


2.
This record from the Open Molecules 2025 dataset describes the molecule C21H28BrN3O3. The level of theory is the ωB97M-V functional and the def2-TZVPD basis.

Values from the calculation:
Electronic energy = -3781.08715 Ha
Gap between HOMO and LUMO = 0.294 hartree
Relative energy (zero: lowest compared OMol25 entry of this formula, charge and spin) = 0.155 eV
Total charge = 0
SMILES = CCOC(=O)c1[nH]c2ccc(Br)cc2c1NC(=O)CCN1CCCC(C)(C)C1
LUMO level = 0.12 eV
HOMO energy = -7.886 eV

Geometry (Å):
1 C -7.037 -0.861 -0.770
2 C -6.404 -0.598 0.589
3 O -5.377 0.390 0.504
4 C -4.161 -0.033 0.116
5 O -3.890 -1.197 -0.123
6 C -3.202 1.043 0.036
7 N -3.479 2.352 0.373
8 C -2.351 3.090 0.234
9 C -2.137 4.443 0.487
10 C -0.870 4.943 0.304
11 C 0.161 4.104 -0.134
12 Br 1.899 4.856 -0.348
13 C -0.023 2.771 -0.407
14 C -1.303 2.242 -0.221
15 C -1.868 0.938 -0.349
16 N -1.309 -0.271 -0.699
17 C -0.151 -0.531 -1.387
18 O 0.564 0.321 -1.857
19 C 0.157 -2.010 -1.438
20 C 0.739 -2.442 -0.071
21 N 1.907 -1.649 0.229
22 C 1.760 -0.670 1.280
23 C 2.844 0.393 1.127
24 C 4.223 -0.257 1.146
25 C 4.330 -1.380 0.106
26 C 5.657 -2.119 0.291
27 C 4.250 -0.821 -1.316
28 C 3.163 -2.355 0.327
29 H -7.424 0.064 -1.192
30 H -6.297 -1.278 -1.450
31 H -7.852 -1.570 -0.660
32 H -5.974 -1.521 0.991
33 H -7.133 -0.189 1.292
34 H -4.377 2.670 0.695
35 H -2.942 5.078 0.824
36 H -0.660 5.984 0.496
37 H 0.779 2.150 -0.771
38 H -1.944 -1.047 -0.522
39 H -0.737 -2.591 -1.664
40 H 0.911 -2.174 -2.207
41 H 0.994 -3.506 -0.125
42 H -0.030 -2.325 0.703
43 H 1.838 -1.137 2.282
44 H 0.776 -0.203 1.199
45 H 2.761 1.124 1.933
46 H 2.695 0.910 0.180
47 H 4.403 -0.679 2.139
48 H 4.991 0.495 0.960
49 H 5.737 -2.528 1.296
50 H 6.491 -1.440 0.130
51 H 5.741 -2.940 -0.419
52 H 4.964 -0.011 -1.449
53 H 4.479 -1.602 -2.038
54 H 3.251 -0.450 -1.522
55 H 3.278 -2.846 1.313
56 H 3.191 -3.128 -0.444

These are the Mulliken partial charges, in e, on atoms 1 to 6: -1.077, -0.244, -0.392, 0.743, -0.748, -0.670


3.
This record from the Open Molecules 2025 dataset describes a structure of composition CBrClIO4S in a non-equilibrium geometry. The level of theory is the ωB97M-V functional and the def2-TZVPD basis.

Values from the calculation:
Electronic energy = -4069.09462 Ha
Gap between HOMO and LUMO = 0.313 hartree
Relative energy (zero: lowest compared OMol25 entry of this formula, charge and spin) = 4.939 eV
Total charge = -1
LUMO level = 2.61 eV
HOMO energy = -5.901 eV

Geometry (Å):
1 C 0.830 -0.465 -0.316
2 O 0.032 1.057 1.749
3 O -1.229 1.302 -0.320
4 O 1.023 2.149 -0.195
5 O 0.435 -2.283 0.313
6 S 0.041 1.225 0.306
7 Cl -1.029 -2.768 -0.268
8 Br 0.325 -0.618 -2.067
9 I 2.804 -0.239 0.233

These are the Mulliken partial charges, in e, on atoms 1 to 6: -0.130, -0.598, -0.582, -0.570, -0.367, 1.123


4.
This record from the Open Molecules 2025 dataset describes a structure of composition C6H9N in a non-equilibrium geometry. The level of theory is the ωB97M-V functional and the def2-TZVPD basis.

Values from the calculation:
Electronic energy = -288.58113 Ha
Gap between HOMO and LUMO (alpha / beta) = 0.293 / 0.303 hartree
Relative energy (zero: lowest compared OMol25 entry of this formula, charge and spin) = 5.467 eV
Total charge = 0
LUMO level (alpha / beta) = -0.77 / -0.11 eV
HOMO energy (alpha / beta) = -8.747 / -8.359 eV

Geometry (Å):
1 C -1.696 -0.651 0.501
2 C -0.355 -0.018 0.156
3 C 0.120 1.031 1.091
4 C 1.619 0.216 -0.822
5 C 0.835 -0.912 -0.138
6 C -0.207 0.795 -1.184
7 N -0.694 1.302 -2.129
8 H -1.986 -1.390 -0.251
9 H -2.485 0.102 0.562
10 H -1.632 -1.164 1.469
11 H -0.094 0.899 2.155
12 H 0.369 2.036 0.784
13 H 1.864 0.090 -1.875
14 H 2.426 0.703 -0.279
15 H 0.586 -1.748 -0.803
16 H 1.330 -1.290 0.764

These are the Mulliken partial charges, in e, on atoms 1 to 6: -1.598, 1.179, -1.082, -0.744, -0.394, 0.241